Entry 1:
ORCA calculation (ωB97M-V/def2-TZVPD) on C23H35BFN7PtS2SeSi as an isolated structure at a distorted geometry.

gap between HOMO and LUMO: 7.167 eV
energy relative to the best compared isomer or geometry (same formula, charge and spin): 19.4 kcal/mol
molecular weight: 805.65 g mol⁻¹

Element x y z (Å)
Pt -0.597 0.776 -0.087
C -1.317 3.743 2.859
N 0.114 3.507 2.937
C 0.889 3.669 4.062
C 2.153 3.354 3.703
N 2.150 2.976 2.380
B 3.475 2.544 1.612
N 3.779 1.053 1.958
C 4.559 0.656 3.021
C 4.589 -0.694 3.051
N 3.797 -1.124 2.007
C 3.529 -2.508 1.658
C 3.320 -0.042 1.343
S 2.222 -0.095 0.045
C 0.896 3.090 1.912
S 0.274 2.923 0.293
H -1.605 4.382 3.690
H -1.860 2.799 2.911
H -1.551 4.224 1.914
H 0.477 4.007 4.996
H 3.063 3.369 4.276
H 3.299 2.723 0.446
H 4.376 3.187 2.096
H 5.045 1.375 3.656
H 5.085 -1.382 3.711
H 3.508 -3.104 2.568
H 4.296 -2.895 0.986
H 2.567 -2.569 1.155
C -3.932 0.375 0.730
Si -3.024 -1.259 0.519
C -2.803 -1.898 2.284
C -4.149 -2.413 -0.455
N -1.526 -1.072 -0.331
C -0.828 -2.175 -0.795
C -0.990 -3.466 -0.246
C -0.286 -4.575 -0.693
C 0.644 -4.460 -1.711
C 0.834 -3.212 -2.289
C 0.104 -2.135 -1.845
F 0.313 -0.963 -2.482
H -4.460 0.372 1.687
H -4.669 0.527 -0.061
H -3.256 1.231 0.724
H -3.759 -2.241 2.689
H -2.460 -1.078 2.922
H -2.084 -2.712 2.386
H -4.946 -2.827 0.168
H -3.606 -3.247 -0.902
H -4.620 -1.848 -1.263
H -1.692 -3.593 0.566
H -0.464 -5.535 -0.223
H 1.213 -5.315 -2.051
H 1.547 -3.054 -3.089
C 0.506 -0.098 1.165
H 1.035 0.394 1.980
H 0.433 -1.175 1.304
C -3.021 -0.102 -4.300
N -1.726 0.545 -4.432
C -0.830 0.351 -5.462
C 0.276 1.064 -5.159
N 0.040 1.684 -3.952
C 0.998 2.491 -3.213
C -1.186 1.361 -3.510
Se -2.009 1.939 -1.941
H -3.766 0.630 -3.999
H -3.288 -0.532 -5.261
H -2.965 -0.882 -3.540
H -1.053 -0.281 -6.302
H 1.209 1.172 -5.681
H 1.892 2.597 -3.822
H 1.254 2.000 -2.275
H 0.569 3.468 -2.998

---

Entry 2:
ORCA calculation (ωB97M-V/def2-TZVPD) on C30H36ClF2N7PS2W as an isolated structure.

gap between HOMO and LUMO (spin up / spin down): 6.138 / 6.136 eV
energy relative to the best compared isomer or geometry (same formula, charge and spin): 10.1 kcal/mol
molecular weight: 847.06 g mol⁻¹
total charge: -1

Element x y z (Å)
W 1.387 1.401 1.175
F 1.590 6.522 3.284
C 0.992 5.309 3.326
C 1.467 4.289 2.538
C 0.857 3.029 2.579
C -0.230 2.843 3.452
C -0.677 3.921 4.214
F -1.747 3.788 5.047
C -0.091 5.162 4.178
C -0.781 1.492 3.493
C -1.749 1.028 4.392
C -2.106 -0.303 4.395
C -1.479 -1.168 3.508
C -0.549 -0.647 2.637
N -0.218 0.653 2.594
H 2.304 4.481 1.879
H -0.461 5.976 4.782
H -2.199 1.713 5.090
H -2.847 -0.665 5.097
H -1.699 -2.227 3.488
H -0.034 -1.272 1.922
S 3.025 0.559 2.629
C 4.554 0.882 1.807
C 5.728 0.270 2.354
N 6.648 -0.247 2.815
C 4.616 1.690 0.731
S 3.178 2.452 0.047
C 5.863 1.972 0.083
N 6.846 2.211 -0.466
Cl -0.150 2.887 -0.202
N 0.904 -0.056 0.089
P -0.025 -0.683 -0.997
N -1.601 -0.203 -1.152
C -2.477 -0.285 0.019
C -3.925 -0.384 -0.438
C -4.348 0.887 -1.197
C -3.124 1.655 -1.705
C -2.032 0.726 -2.213
N 0.649 -0.442 -2.480
C 1.712 0.565 -2.671
C 1.813 0.917 -4.145
C 2.164 -0.308 -4.999
C 1.462 -1.575 -4.475
C 0.237 -1.208 -3.647
N -0.169 -2.315 -0.680
C -1.223 -3.189 -1.167
C -1.780 -4.041 -0.016
C -0.685 -4.323 1.023
C 0.672 -4.396 0.335
C 1.040 -3.028 -0.249
H -2.334 0.584 0.673
H -2.199 -1.167 0.594
H -4.573 -0.559 0.424
H -4.014 -1.260 -1.088
H -4.929 1.539 -0.541
H -5.002 0.619 -2.031
H -2.697 2.270 -0.913
H -3.406 2.332 -2.515
H -1.183 1.325 -2.542
H -2.404 0.153 -3.073
H 2.671 0.186 -2.301
H 1.477 1.451 -2.083
H 2.563 1.699 -4.269
H 0.860 1.342 -4.471
H 3.245 -0.461 -4.994
H 1.879 -0.122 -6.038
H 2.140 -2.143 -3.832
H 1.175 -2.232 -5.299
H -0.284 -2.107 -3.316
H -0.473 -0.643 -4.268
H -0.833 -3.847 -1.956
H -2.005 -2.578 -1.615
H -2.163 -4.980 -0.425
H -2.624 -3.532 0.457
H -0.902 -5.245 1.565
H -0.659 -3.519 1.762
H 0.635 -5.153 -0.455
H 1.454 -4.704 1.031
H 1.739 -3.148 -1.088
H 1.541 -2.414 0.501

---

Entry 3:
ORCA calculation (ωB97M-V/def2-TZVPD) on a 2-piece molecular cluster, C4H5NO3 overall at a distorted geometry.

gap between HOMO and LUMO: 9.266 eV
energy relative to the best compared isomer or geometry (same formula, charge and spin): 133.9 kcal/mol
molecular weight: 115.09 g mol⁻¹

Element x y z (Å)
C -0.254 -1.056 1.318
C 1.751 0.414 -0.957
C 0.564 1.265 -0.900
C -0.593 0.471 -0.628
H 0.659 -0.585 1.951
H -0.466 -2.245 1.451
H -1.382 -0.114 1.722
H 0.307 2.334 -1.096
H -2.501 -0.148 -0.341
N -0.225 -0.798 -0.103
O 1.163 -0.817 -0.497
O 2.894 0.566 -1.095
O -1.916 0.714 -0.826

---

Entry 4:
ORCA calculation (ωB97M-V/def2-TZVPD) on C7H8O2 in the gas phase at a distorted geometry.

gap between HOMO and LUMO: 9.197 eV
energy relative to the best compared isomer or geometry (same formula, charge and spin): 105.4 kcal/mol
SMILES: CC(=O)c1ccc(C)o1
molecular weight: 124.14 g mol⁻¹

Element x y z (Å)
C -2.767 0.789 0.319
C -1.693 -0.546 -0.159
C -0.386 0.059 -0.331
C -0.170 1.361 -0.122
C 1.389 1.430 -0.074
C 1.769 0.103 -0.006
C 3.062 -0.640 0.291
H -3.930 0.613 0.489
H -2.166 1.242 1.328
H -2.614 1.761 -0.460
H -1.087 1.981 -0.319
H 2.069 2.259 0.018
H 2.891 -0.934 1.541
H 3.324 -1.528 -0.350
H 4.010 0.034 -0.022
O -1.920 -1.776 0.030
O 0.706 -0.819 -0.247